1.
C4H4LiO4 as an isolated structure at a distorted geometry. Source: the Open Molecules 2025 dataset; level of theory: the ωB97M-V functional and the def2-TZVPD basis.

Geometry as XYZ:
```
13
Properties=species:S:1:pos:R:3:nbo_charge:R:1
H 3.862 0.880 -0.041 0.31
O -4.054 0.670 -0.693 -0.65
C -4.397 1.731 -0.887 0.66
O -1.421 -1.140 0.463 -0.70
C -0.219 -1.109 0.303 0.51
Li -3.131 -1.150 -0.256 0.98
H 0.296 -1.916 -0.253 0.17
O 1.953 -0.136 0.525 -0.53
C 2.659 0.638 -0.293 0.44
C 0.570 0.119 0.647 -0.20
O 3.309 0.056 -1.157 -0.47
H 0.266 0.933 -0.030 0.24
H 0.308 0.425 1.673 0.24
```

The calculation puts the highest occupied orbital energy at -0.4703 Ha. For the energy, the calculation gives -12597.6941 eV. The charge is +1. As for the LUMO energy: -4.20 eV.


2.
One molecule with the formula C7H10F3O3P at a distorted geometry. Source: the Open Molecules 2025 dataset; level of theory: the ωB97M-V functional and the def2-TZVPD basis.

Geometry as XYZ:
```
24
Properties=species:S:1:pos:R:3:nbo_charge:R:1
C -0.787 -0.535 -0.327 -0.44
C 0.108 0.435 -0.046 0.41
C -2.119 -0.378 0.240 0.77
C 2.262 1.602 -0.695 -0.64
C -4.168 -1.385 0.642 -0.27
C 1.555 0.262 -0.457 0.23
C 2.303 -0.581 0.571 0.46
O -2.497 0.600 0.883 -0.67
O -0.126 1.588 0.548 -0.65
O -2.868 -1.410 0.095 -0.47
F 1.607 -0.537 -1.662 -0.37
F 1.647 -1.756 0.870 -0.35
F 2.274 0.047 1.763 -0.35
P 4.107 -0.961 0.201 0.27
H -0.596 -1.409 -0.792 0.24
H 3.274 1.552 -0.735 0.21
H 2.006 2.351 0.155 0.26
H 1.913 1.985 -1.763 0.24
H -4.787 -2.334 0.540 0.20
H -4.806 -0.695 0.192 0.20
H -4.133 -1.358 1.737 0.20
H -1.024 1.510 0.929 0.52
H 3.504 -2.007 -0.557 0.01
H 4.190 -0.142 -0.974 -0.01
```

The calculation puts the highest occupied orbital energy at -0.3505 Ha. For the energy, the calculation gives -31003.2830 eV. As for the LUMO energy: 0.72 eV. Its SMILES is COC(=O)/C=C(\O)[C@](C)(F)C(F)(F)P.


3.
A 2-piece molecular cluster, C3F3N overall at a distorted geometry. Source: the Open Molecules 2025 dataset; level of theory: the ωB97M-V functional and the def2-TZVPD basis.

Geometry as XYZ:
```
7
Properties=species:S:1:pos:R:3:nbo_charge:R:1
C 0.701 -1.250 -1.007 0.02
C -0.126 -1.044 0.064 0.37
C -0.186 1.422 0.686 0.68
N 1.140 -1.317 -2.079 -0.17
F -0.047 -1.712 1.168 -0.27
F -1.159 1.701 1.513 -0.32
F -0.324 2.200 -0.346 -0.32
```

The calculation puts the highest occupied orbital energy (spin up / spin down) at -0.3550 / -0.3524 Ha. For the energy, the calculation gives -12746.9016 eV. As for the LUMO energy (spin up / spin down): -2.07 / -1.97 eV. The value obtained for the energy relative to the best compared isomer or geometry (same formula, charge and spin) is 103.5 kcal/mol.


4.
C31H61GeN6PSeSr as an isolated structure. Source: the Open Molecules 2025 dataset; level of theory: the ωB97M-V functional and the def2-TZVPD basis.

Geometry as XYZ:
```
102
Properties=species:S:1:pos:R:3:lowdin_charge:R:1
Sr -0.138 0.049 0.740 1.21
C 0.945 2.839 2.974 -0.17
C 1.716 1.645 3.533 -0.19
N 1.706 0.433 2.678 -0.14
C 2.989 0.223 1.975 -0.20
C 3.171 1.159 0.795 -0.20
N 2.237 0.824 -0.294 -0.14
C 2.348 1.774 -1.423 -0.20
C 1.504 3.037 -1.267 -0.16
C 0.042 2.895 -1.682 -0.21
N -0.832 2.284 -0.656 -0.14
C -1.363 3.302 0.271 -0.20
C -2.171 2.672 1.388 -0.21
N -1.330 1.923 2.341 -0.13
C -0.557 2.818 3.235 -0.19
H 1.135 2.943 1.902 0.08
H 1.347 3.740 3.442 0.13
H 1.291 1.381 4.504 0.13
H 2.752 1.939 3.726 0.12
H 1.593 -0.367 3.292 0.09
H 3.014 -0.813 1.622 0.12
H 3.833 0.349 2.662 0.13
H 4.209 1.104 0.450 0.14
H 3.004 2.193 1.102 0.11
H 2.529 -0.087 -0.637 0.08
H 2.040 1.253 -2.333 0.12
H 3.398 2.055 -1.560 0.12
H 1.948 3.807 -1.901 0.13
H 1.582 3.426 -0.247 0.10
H -0.013 2.268 -2.574 0.09
H -0.352 3.880 -1.957 0.13
H -1.636 1.905 -1.153 0.05
H -1.988 4.027 -0.263 0.14
H -0.524 3.867 0.683 0.12
H -2.898 1.975 0.957 0.09
H -2.744 3.454 1.900 0.13
H -1.960 1.373 2.914 0.07
H -0.729 2.512 4.270 0.13
H -0.952 3.834 3.152 0.12
C 1.625 -3.221 -2.513 -0.04
C 1.474 -4.472 -1.944 -0.02
C 1.000 -4.565 -0.647 0.02
C 0.705 -3.405 0.059 -0.22
N 0.833 -2.191 -0.498 0.03
C 1.276 -2.118 -1.756 -0.18
C 0.251 -3.450 1.484 -0.21
C 0.155 -4.646 2.190 0.02
C -0.248 -4.628 3.514 -0.02
C -0.534 -3.412 4.114 -0.03
C -0.409 -2.272 3.344 -0.17
N -0.039 -2.278 2.062 0.01
H 2.000 -3.096 -3.520 0.12
H 1.719 -5.367 -2.500 0.13
H 0.872 -5.539 -0.201 0.11
H 1.349 -1.123 -2.184 0.08
H 0.399 -5.589 1.727 0.11
H -0.327 -5.551 4.071 0.13
H -0.840 -3.346 5.149 0.12
H -0.619 -1.296 3.775 0.10
C -4.113 -2.306 -4.591 -0.21
Ge -2.279 -2.887 -4.928 0.76
C -1.770 -4.283 -3.656 -0.20
C -2.046 -3.493 -6.764 -0.21
C -1.028 -1.381 -4.604 -0.57
Se -1.417 -0.359 -2.980 0.83
C -2.633 0.922 -3.792 -0.37
H -4.436 -1.560 -5.317 0.03
H -4.212 -1.891 -3.587 -0.01
H -4.788 -3.159 -4.670 0.03
H -2.546 -5.046 -3.588 0.03
H -1.617 -3.859 -2.662 -0.01
H -0.846 -4.769 -3.972 0.02
H -2.674 -4.361 -6.963 0.03
H -1.010 -3.773 -6.955 0.02
H -2.323 -2.707 -7.467 0.03
H -1.003 -0.659 -5.421 0.02
H -0.015 -1.768 -4.492 -0.01
H -3.549 0.430 -4.107 0.02
H -2.142 1.391 -4.642 0.04
H -2.876 1.688 -3.057 0.01
C -5.074 -1.463 3.533 -0.13
C -3.781 -0.775 3.097 -0.42
P -3.291 -0.966 1.327 0.92
C -3.386 -2.786 1.088 -0.40
C -3.003 -3.209 -0.327 -0.15
C -4.807 -0.337 0.482 -0.40
C -4.571 0.153 -0.941 -0.16
H -5.299 -1.229 4.573 0.08
H -4.996 -2.546 3.451 0.07
H -5.925 -1.139 2.934 0.07
H -2.948 -1.127 3.711 0.05
H -3.862 0.304 3.278 0.07
H -4.391 -3.136 1.333 0.08
H -2.710 -3.240 1.819 0.07
H -3.733 -2.865 -1.061 0.07
H -2.946 -4.295 -0.411 0.08
H -2.035 -2.794 -0.623 0.03
H -5.194 0.481 1.097 0.09
H -5.572 -1.117 0.499 0.09
H -3.885 1.005 -0.952 0.04
H -5.504 0.482 -1.401 0.09
H -4.134 -0.619 -1.574 0.02
```

The calculation puts the highest occupied orbital energy at -0.4704 Ha. For the energy, the calculation gives -174056.5225 eV. The charge is +2. As for the LUMO energy: -5.31 eV. The value obtained for the energy relative to the best compared isomer or geometry (same formula, charge and spin) is 1.3 kcal/mol.


Q: Which of these has the highest energy?
A: C4H4LiO4


Q: Look up the energy of the first one.
A: -12597.6941 eV


Q: Which formula does entry 3 have?
A: C3F3N


Q: Look up the energy of the second one.
A: -31003.2830 eV